Entry from the OMol25 dataset: C19H27ClIN3O2RhS as an isolated structure (ωB97M-V with the def2-TZVPD basis set).

Last column: Mulliken charge in e.
Cartesian coordinates (Å):
Rh -0.383 -0.390 -0.282  0.6094
C -1.163 -2.746 1.622  -0.6763
C 0.357 -2.864 1.620  -0.8446
N 0.983 -1.633 1.103  0.1067
C 2.188 -1.855 0.283  -0.5742
C 1.944 -2.728 -0.949  -0.9508
S 0.412 -2.422 -1.892  -0.0030
C -0.675 -3.776 -1.350  -0.6164
C -1.947 -3.257 -0.689  -1.0149
N -1.701 -2.253 0.346  0.2041
H -1.459 -2.025 2.384  0.2959
H -1.600 -3.713 1.898  0.4210
H 0.678 -3.702 1.008  0.2029
H 0.694 -3.086 2.636  0.4145
H 1.237 -1.035 1.881  0.2092
H 2.987 -2.329 0.865  0.4240
H 2.535 -0.874 -0.039  0.2612
H 1.969 -3.792 -0.715  0.5061
H 2.761 -2.553 -1.648  0.4998
H -0.112 -4.439 -0.696  0.3356
H -0.943 -4.354 -2.233  0.4997
H -2.504 -4.114 -0.291  0.3414
H -2.571 -2.784 -1.448  0.4301
H -2.569 -1.771 0.545  0.2953
Cl -2.063 5.125 4.298  -0.1803
C -2.083 3.654 3.431  0.7672
C -3.166 2.803 3.590  -0.5556
C -3.233 1.603 2.911  -0.3542
I -4.838 0.329 3.143  0.1392
C -2.178 1.201 2.012  0.4385
O -2.188 0.138 1.379  -0.4195
C -1.040 2.118 1.870  0.1065
N -0.085 1.713 1.029  0.1841
C 0.967 2.491 0.842  -0.6545
C 1.118 3.717 1.498  -1.1395
C 0.141 4.142 2.362  -0.7661
C -0.986 3.331 2.567  0.1169
H -3.965 3.096 4.257  0.4392
H 1.691 2.123 0.127  0.7898
H 1.997 4.319 1.314  0.4566
H 0.228 5.088 2.878  0.4483
C 2.629 0.651 -2.877  -1.3728
C 1.180 1.119 -2.739  1.2952
C 1.122 2.646 -2.842  -1.6406
C 0.321 0.520 -3.851  -1.6059
O 0.713 0.768 -1.455  -0.0660
H 3.056 0.942 -3.838  0.4416
H 2.681 -0.439 -2.800  0.1676
H 3.236 1.091 -2.081  0.3145
H 1.460 2.986 -3.823  0.4616
H 1.764 3.101 -2.085  0.3674
H 0.098 2.991 -2.687  0.3665
H 0.608 0.929 -4.822  0.4402
H -0.729 0.762 -3.672  0.3304
H 0.427 -0.562 -3.897  0.3070

Calculated values
E in eV: -63166.040
Energy relative to the best compared isomer or geometry (same formula, charge and spin) in kJ/mol: 3.9
Net charge: +1
LUMO energy (spin up / spin down) in eV: -3.23 / -5.33
Spin multiplicity: 5

Entry from the OMol25 dataset: a 2-piece molecular cluster, C2H6NS overall in a non-equilibrium geometry (ωB97M-V with the def2-TZVPD basis set).

Last column: Mulliken charge in e.
Cartesian coordinates (Å):
C -0.656 -1.143 0.514  -0.6923
C -0.327 0.251 0.211  -0.0936
N 0.854 0.624 -0.605  -0.2616
S -0.156 -0.062 1.908  0.0286
H -1.688 -1.464 0.522  0.2806
H 0.049 -1.924 0.243  0.2862
H -1.495 1.542 -0.391  0.3139
H 1.690 0.080 -0.331  0.3688
H 1.061 1.625 -0.463  0.3877
H 0.668 0.472 -1.609  0.3818

Calculated values
E in eV: -14485.877
Energy relative to the best compared isomer or geometry (same formula, charge and spin) in kJ/mol: 273.8
Net charge: +1
LUMO energy in eV: -4.98

Entry from the OMol25 dataset: a 5-piece molecular cluster, C40H51F33N2O5P overall (ωB97M-V with the def2-TZVPD basis set).

Last column: Mulliken charge in e.
Cartesian coordinates (Å):
C -1.811 -3.397 -1.911  -1.1441
C -1.357 -2.807 -3.271  -0.8790
P -2.189 -1.186 -3.565  -0.2388
C -1.812 -0.826 -5.333  -0.4979
C -2.920 -1.409 -6.234  -1.1510
C -1.079 0.061 -2.661  -1.4133
N 0.166 -0.647 -2.160  0.5806
C 1.157 0.184 -1.393  -0.4081
C 1.868 1.149 -2.325  -0.8185
C 3.032 1.876 -1.679  0.8878
C 3.560 2.974 -2.361  -0.3386
C 4.649 3.672 -1.851  -0.9939
C 5.228 3.280 -0.643  -0.5715
C 4.699 2.201 0.052  -1.2040
C 3.609 1.498 -0.463  -0.3258
C 0.381 0.784 -0.188  -1.1654
N -1.046 0.537 -0.218  -0.3337
C -1.722 0.892 -1.483  2.2823
C -1.474 2.394 -1.721  -2.1241
O -1.720 3.087 -0.530  -0.3975
C -1.863 4.484 -0.745  -0.7881
C -3.215 0.626 -1.207  -1.7150
C -4.295 1.320 -2.040  0.3725
C -4.154 1.376 -3.555  -1.2827
F -4.437 2.636 -1.567  -0.3371
H -2.023 -4.461 -1.982  0.4693
H -2.721 -2.899 -1.569  0.2726
H -1.042 -3.239 -1.151  0.2331
H -0.265 -2.772 -3.279  0.4839
H -1.658 -3.448 -4.101  0.5147
H -0.829 -1.209 -5.628  0.5305
H -1.779 0.262 -5.428  0.3654
H -3.504 -2.179 -5.726  0.3090
H -3.612 -0.628 -6.547  0.3456
H -2.484 -1.856 -7.128  0.3515
H -0.705 0.753 -3.422  0.9159
H 0.626 -1.057 -2.969  0.6562
H -0.120 -1.413 -1.550  -0.0611
H 1.904 -0.519 -1.016  1.1325
H 2.273 0.572 -3.169  0.4994
H 1.189 1.885 -2.756  0.1794
H 3.112 3.291 -3.298  0.3625
H 5.049 4.522 -2.391  0.5195
H 6.083 3.810 -0.245  0.6132
H 5.138 1.885 0.991  0.5061
H 3.218 0.660 0.102  0.3400
H 0.590 1.853 -0.102  0.2811
H 0.759 0.333 0.732  0.3516
H -1.256 -0.425 0.028  0.3309
H -0.440 2.579 -2.046  0.6066
H -2.129 2.764 -2.515  0.7162
H -1.095 4.862 -1.427  0.3274
H -2.850 4.705 -1.162  0.2787
H -1.769 4.969 0.223  0.3012
H -3.419 -0.449 -1.180  0.4319
H -3.358 0.987 -0.185  0.4483
H -5.237 0.812 -1.812  0.4643
H -4.574 0.486 -4.021  0.3209
H -3.115 1.463 -3.886  0.1542
H -4.672 2.262 -3.925  0.4579
C 2.352 6.033 -0.359  -0.1933
C 1.651 6.605 -1.599  0.9504
C 2.077 7.988 -2.100  0.0740
F 1.848 8.927 -1.165  -0.2257
F 1.346 8.284 -3.197  -0.2628
F 0.312 6.561 -1.443  -0.2699
F 1.972 5.749 -2.622  -0.3171
O 1.687 6.162 0.879  -0.4413
C 1.845 7.262 1.677  0.7703
C 0.521 8.011 1.892  0.2028
F -0.019 8.361 0.708  -0.2182
F 0.770 9.128 2.603  -0.2666
F 2.807 8.080 1.225  -0.2992
F 2.225 6.821 2.897  -0.3032
H 2.378 4.957 -0.535  -0.1380
H 3.388 6.370 -0.305  0.3824
H 3.137 7.988 -2.370  0.3104
H -0.180 7.376 2.437  0.2552
C -1.498 -6.852 2.738  -0.8394
C -1.220 -5.695 1.772  1.0102
C -1.444 -4.266 2.277  0.0107
F -2.724 -4.053 2.617  -0.2042
F -1.141 -3.415 1.254  -0.2324
F -1.881 -5.872 0.610  -0.2414
F 0.120 -5.746 1.499  -0.3444
O -2.746 -7.499 2.619  -0.4178
C -3.857 -7.067 3.282  0.8569
C -4.980 -6.654 2.319  0.1612
F -4.550 -5.700 1.471  -0.2064
F -6.001 -6.147 3.049  -0.2127
F -3.580 -6.082 4.156  -0.2986
F -4.339 -8.110 3.993  -0.3059
H -0.774 -7.617 2.460  0.3749
H -1.282 -6.565 3.767  0.3475
H -0.794 -4.043 3.126  0.2846
H -5.327 -7.520 1.753  0.2485
C -6.715 -4.770 6.973  -0.8552
C -6.226 -6.195 7.258  0.9078
C -6.636 -7.293 6.274  0.6809
F -7.975 -7.433 6.226  -0.2330
F -6.100 -8.464 6.686  -0.2763
F -6.534 -6.557 8.518  -0.2758
F -4.861 -6.138 7.159  -0.3021
O -7.858 -4.321 7.669  -0.4091
C -9.124 -4.514 7.195  0.8481
C -9.970 -5.379 8.142  0.1747
F -9.375 -6.566 8.357  -0.2150
F -11.171 -5.595 7.563  -0.2540
F -9.131 -5.002 5.943  -0.2925
F -9.728 -3.303 7.159  -0.3054
H -5.914 -4.133 7.343  0.4363
H -6.797 -4.595 5.899  0.3897
H -6.260 -7.066 5.276  -0.2844
H -10.108 -4.861 9.093  0.2505
C 10.896 0.696 -1.794  -0.7130
C 12.026 1.370 -2.583  0.8711
C 12.635 2.650 -2.003  0.0737
F 11.700 3.617 -1.892  -0.2108
F 13.600 3.084 -2.839  -0.2607
F 11.645 1.573 -3.859  -0.2677
F 13.052 0.469 -2.587  -0.3230
O 9.567 0.960 -2.211  -0.3886
C 8.846 2.015 -1.746  0.7652
C 8.460 2.988 -2.871  0.2282
F 9.551 3.429 -3.515  -0.2223
F 7.827 4.054 -2.321  -0.2520
F 9.449 2.653 -0.731  -0.3063
F 7.674 1.520 -1.266  -0.2485
H 11.025 -0.367 -1.990  0.3780
H 11.022 0.844 -0.721  0.3345
H 13.075 2.455 -1.022  0.2925
H 7.792 2.491 -3.578  0.2578

Calculated values
E in eV: -154484.353
Net charge: +1
LUMO energy in eV: -2.72

Entry from the OMol25 dataset: a 5-piece molecular cluster, C5H18NO6 overall in a non-equilibrium geometry (ωB97M-V with the def2-TZVPD basis set).

Last column: Mulliken charge in e.
Cartesian coordinates (Å):
C 1.410 -0.019 0.953  -0.3748
C 1.217 -1.291 1.806  -0.4414
C 0.845 -2.570 1.195  -0.6229
O -0.422 -3.110 1.661  -0.6043
C 0.061 0.680 0.764  0.4222
N -0.047 1.800 0.051  0.3720
C 1.020 2.607 -0.333  -1.4518
O -0.957 0.228 1.303  -0.8968
H 2.187 0.562 1.366  0.4453
H 1.600 -0.357 -0.125  -0.1745
H 2.215 -1.452 2.257  0.3819
H 0.432 -0.906 2.686  0.1912
H 0.780 -2.484 0.072  0.2168
H 1.393 -3.384 1.399  0.4535
H -0.959 2.174 -0.254  0.3903
H 2.145 2.321 -0.172  0.2921
H -1.087 -2.398 1.492  0.2998
H 0.950 3.397 -0.949  0.3296
H 1.691 1.557 -1.688  0.2794
H 2.392 0.317 -2.218  0.3136
O 2.183 1.132 -2.488  -0.7915
H -2.497 1.295 0.942  0.3989
H -1.981 2.518 1.284  0.3101
O -2.781 2.207 0.965  -0.7184
H -2.872 -1.528 -1.830  0.3273
H -2.539 -1.791 -0.304  0.3285
O -3.272 -1.870 -1.084  -0.6612
H -1.055 0.426 -3.671  0.2922
H -0.822 0.159 -2.098  0.3781
O -1.230 -0.218 -2.981  -0.6851

Calculated values
E in eV: -19249.702
Energy relative to the best compared isomer or geometry (same formula, charge and spin) in kJ/mol: 586.2
Net charge: -1
LUMO energy in eV: 3.22

Entry from the OMol25 dataset: an isolated molecule of C4H2F4S2 in a non-equilibrium geometry (ωB97M-V with the def2-TZVPD basis set).

Last column: Mulliken charge in e.
Cartesian coordinates (Å):
C -0.773 0.888 1.553  -0.5316
C -0.432 0.584 0.242  0.8488
C 0.390 -0.321 -0.333  -0.6461
C 0.423 -0.580 -1.896  0.8973
F -1.130 1.367 -0.624  -0.2660
F 1.600 -1.059 -2.239  -0.2686
F -0.479 -1.498 -2.207  -0.2500
F 0.196 0.428 -2.662  -0.2442
S -0.290 0.479 3.079  0.0959
S 0.836 -0.999 3.256  -0.2531
H -1.270 1.787 1.550  0.3946
H 0.928 -1.077 0.282  0.2228

Calculated values
E in eV: -36719.127
Net charge: 0
LUMO energy in eV: -1.95

Entry from the OMol25 dataset: C18H28BrCl2CuN2Si2 as an isolated structure in a non-equilibrium geometry (ωB97M-V with the def2-TZVPD basis set).

Last column: Mulliken charge in e.
Cartesian coordinates (Å):
Cu -0.219 -1.278 1.035  -0.4903
C 0.370 2.332 2.022  -1.0097
Si -0.652 2.782 0.443  0.2516
C -2.422 3.181 0.987  -1.1431
C 0.028 4.527 -0.032  -1.1481
C -0.630 1.519 -0.919  0.2148
C -1.575 0.483 -0.891  0.8737
C -2.839 0.745 -1.648  -0.5210
C -3.716 -0.297 -1.989  -0.5336
C -3.372 -1.584 -1.524  -0.8226
C -2.323 -1.749 -0.651  -0.1087
N -1.485 -0.729 -0.263  0.2835
Si 0.781 1.394 -2.151  0.2438
C 1.176 2.937 -3.089  -1.2009
C 0.374 0.144 -3.479  -1.1164
C 2.324 0.613 -1.491  -0.6274
H -0.333 1.751 2.693  0.2406
H 0.585 3.290 2.429  0.4057
H 1.299 1.789 1.845  0.2435
H -2.477 4.120 1.530  0.3744
H -2.856 2.342 1.543  0.3198
H -3.028 3.379 0.113  0.3287
H 0.098 5.049 0.914  0.4012
H -0.695 5.053 -0.690  0.3055
H 1.031 4.560 -0.506  0.3137
H -3.182 1.739 -1.906  0.4190
H -4.618 -0.049 -2.494  0.4919
H -3.924 -2.479 -1.703  0.4588
H -2.134 -2.713 -0.180  0.3411
H 0.389 3.709 -3.022  0.3295
H 1.292 2.695 -4.139  0.4166
H 2.097 3.501 -2.797  0.3613
H -0.460 0.575 -4.106  0.2802
H 0.121 -0.832 -3.071  0.2512
H 1.199 -0.030 -4.152  0.4097
H 2.194 -0.251 -0.793  -0.2058
H 2.894 1.430 -1.029  0.3548
H 3.022 0.289 -2.300  0.3641
Br 3.666 -2.007 5.171  -0.1549
C 2.043 -2.442 4.239  -0.4525
C 1.356 -3.494 4.756  -0.0517
C 0.254 -3.964 4.020  -0.8864
C -0.121 -3.343 2.863  0.1238
N 0.524 -2.266 2.451  0.0758
C 1.621 -1.781 3.091  0.1922
H 1.624 -3.851 5.740  0.4595
H -0.178 -4.921 4.339  0.3700
H -0.984 -3.633 2.254  0.4318
H 2.206 -1.021 2.602  0.5443
Cl 2.850 -2.853 -1.186  -0.1019
C 1.983 -4.378 -1.161  -0.2758
Cl 0.413 -4.238 -2.077  -0.1389
H 1.753 -4.561 -0.095  0.1565
H 2.654 -5.182 -1.546  0.3571

Calculated values
E in eV: -177577.274
Net charge: +1
LUMO energy (spin up / spin down) in eV: -3.19 / -4.05
Spin multiplicity: 2

Entry from the OMol25 dataset: a 2-piece molecular cluster, C22H36BFN3O4S overall in a non-equilibrium geometry (ωB97M-V with the def2-TZVPD basis set).

Last column: Mulliken charge in e.
Cartesian coordinates (Å):
C -6.073 0.642 -2.101  -0.6762
C -4.899 1.740 -2.453  -0.1893
O -4.648 1.928 -3.895  -0.5300
B -4.020 0.741 -4.506  0.5953
O -4.144 0.591 -5.976  -0.5650
C -3.224 -0.452 -3.669  0.3045
C -1.754 -0.002 -3.015  -0.9200
C -0.907 -1.093 -2.127  0.4416
C 0.542 -0.717 -1.397  -0.1904
C 1.645 -1.865 -1.792  -0.5209
C 2.470 -2.470 -0.484  -0.4721
O 1.566 -3.248 0.399  -0.4971
C -1.587 -2.599 -1.957  0.0048
N -1.007 -3.769 -1.194  -0.2197
S -2.047 -5.183 -1.196  0.1193
N -3.295 -4.471 -2.190  -0.5267
C -3.026 -3.042 -2.606  0.3920
C -3.884 -1.960 -3.489  -0.1180
C -5.347 -2.365 -4.124  -0.2859
C -5.298 -3.935 -4.694  -0.2822
F -6.193 -4.121 -5.859  -0.3522
H -6.966 0.637 -2.860  0.2154
H -5.692 -0.460 -1.982  0.0686
H -6.509 0.961 -1.038  0.3536
H -5.306 2.789 -2.053  0.2783
H -3.935 1.515 -1.821  0.2187
H -5.100 0.789 -6.242  0.3107
H -1.365 1.101 -3.198  0.2278
H 0.387 -0.564 -0.235  0.0578
H 0.947 0.325 -1.816  0.2878
H 2.438 -1.354 -2.505  0.3412
H 1.185 -2.791 -2.341  0.2946
H 3.249 -3.247 -0.939  0.2644
H 3.014 -1.646 0.148  0.2631
H 1.338 -4.137 -0.035  0.2838
H -5.677 -1.714 -5.043  0.1094
H -6.203 -2.239 -3.306  0.2593
H -4.145 -4.123 -4.940  0.2668
H -5.591 -4.606 -3.752  0.2523
C 5.554 2.893 3.682  -1.7143
C 4.708 1.612 3.517  1.4129
C 4.107 1.202 4.887  -1.2623
C 2.998 2.109 5.409  -0.6063
C 2.210 2.811 4.310  -1.4887
C 2.258 2.113 2.927  1.8517
N 3.670 1.971 2.531  0.4800
O 3.832 1.374 1.289  -0.9093
C 1.552 3.073 1.931  -1.8304
C 1.449 0.797 2.979  -1.3308
C 5.680 0.463 3.121  -1.7306
H 6.022 3.183 2.735  0.3725
H 6.359 2.749 4.413  0.3617
H 4.954 3.742 4.021  0.3283
H 3.710 0.182 4.818  0.3345
H 4.899 1.147 5.649  0.5303
H 2.317 1.510 6.028  0.3144
H 3.421 2.866 6.080  0.3518
H 1.172 2.940 4.643  0.5063
H 2.607 3.830 4.210  0.3177
H 2.112 4.009 1.821  0.4369
H 0.545 3.333 2.282  0.3800
H 1.440 2.628 0.935  0.2676
H 0.410 0.996 3.275  0.3896
H 1.851 0.075 3.696  0.3129
H 1.410 0.303 2.003  0.0159
H 6.443 0.315 3.896  0.3784
H 6.219 0.678 2.192  0.3239
H 5.149 -0.489 3.002  0.3404

Calculated values
E in eV: -50275.471
Net charge: -1
LUMO energy in eV: 0.19

Entry from the OMol25 dataset: an isolated molecule of C4H5N3O in a non-equilibrium geometry (ωB97M-V with the def2-TZVPD basis set).

Last column: Mulliken charge in e.
Cartesian coordinates (Å):
C 0.682 1.580 -0.086  -0.9424
C -0.070 0.307 0.045  0.2724
N -1.379 0.338 0.047  0.1430
N -1.918 -0.972 -0.152  -0.6973
C -0.855 -1.775 -0.089  -0.2688
C 0.369 -1.051 0.135  0.6453
N 1.567 -1.573 0.168  -0.3280
O 2.404 -0.666 -0.194  -0.3874
H 1.718 1.270 -0.567  0.2855
H 0.130 2.484 -0.458  0.3367
H 0.647 1.831 1.222  0.2352
H -2.198 1.101 0.026  0.3129
H -1.097 -2.875 -0.097  0.3929

Calculated values
E in eV: -10741.891
Energy relative to the best compared isomer or geometry (same formula, charge and spin) in kJ/mol: 552.3
Net charge: 0
LUMO energy in eV: -0.58
SMILES: Cc1[nH]ncc1N=O